[1]
This record from the Open Molecules 2025 dataset describes C3H4N2O in the gas phase in a non-equilibrium geometry. The level of theory is the ωB97M-V functional and the def2-TZVPD basis.

Its SMILES is N#C[C@@]1(N)CO1. As for the multiplicity: 1. The orbital gap comes out at 11.39 eV. Its maximum force is 3.8 eV/A. The molar mass is 84.1 g mol⁻¹. The electronic energy is -8201.0067 eV. The calculation puts the LUMO energy at 0.86 eV. The energy above the lowest of the compared OMol25 structures with the same formula, charge and spin comes out at 277.76 kJ/mol.

Atoms and positions in Å:
C -1.529 -0.070 -0.036
H -0.567 -1.805 0.621
H 0.397 1.965 -0.933
C 0.778 1.078 -0.561
H 1.724 0.712 -0.940
C -0.081 0.055 0.107
O 0.482 1.088 0.813
N 0.325 -1.337 0.241
N -2.572 -0.414 -0.259
H 1.042 -1.272 0.946

Force components x, y, z for each atom (eV/Å):
C 3.12 1.98 0.07
H 2.41 0.40 -0.43
H -0.78 1.27 -1.63
C -0.37 -1.53 0.07
H 0.30 0.12 0.40
C -0.88 -0.44 -1.73
O 0.91 -0.53 2.38
N -1.44 0.44 0.95
N -3.61 -0.90 -0.51
H 0.33 -0.82 0.43

***

[2]
This record from the Open Molecules 2025 dataset describes C3H4N2O in the gas phase in a non-equilibrium geometry. The level of theory is the ωB97M-V functional and the def2-TZVPD basis.

Its SMILES is Nc1ncco1. As for the multiplicity: 1. The orbital gap comes out at 9.39 eV. Its maximum force is 2.4 eV/A. The molar mass is 84.1 g mol⁻¹. The electronic energy is -8202.0754 eV. The calculation puts the LUMO energy at 0.91 eV. The energy above the lowest of the compared OMol25 structures with the same formula, charge and spin comes out at 174.64 kJ/mol.

Atoms and positions in Å:
H 2.702 -0.650 -0.325
N -0.068 0.986 -0.039
C -1.527 -0.726 0.422
H -2.475 -1.192 0.081
H 2.239 1.015 -0.389
C -1.327 0.592 0.251
N 1.971 0.037 -0.340
C 0.635 -0.124 -0.097
H -2.117 1.324 0.343
O -0.033 -1.261 0.093

Force components x, y, z for each atom (eV/Å):
H -0.41 -0.27 0.07
N 0.17 0.15 0.17
C 1.95 -0.08 -1.40
H 1.37 -0.69 0.57
H -0.13 -0.52 0.07
C -0.37 0.23 0.23
N -0.24 -0.32 0.06
C -0.47 0.67 0.08
H -0.06 0.04 -0.03
O -1.81 0.79 0.18

***

[3]
This record from the Open Molecules 2025 dataset describes a molecular structure, C3H4N2O in a non-equilibrium geometry. The level of theory is the ωB97M-V functional and the def2-TZVPD basis.

As for the multiplicity: 1. The orbital gap comes out at 9.32 eV. Its maximum force is 1.8 eV/A. The molar mass is 84.1 g mol⁻¹. The electronic energy is -8197.1061 eV. The calculation puts the LUMO energy at 0.59 eV. The energy above the lowest of the compared OMol25 structures with the same formula, charge and spin comes out at 654.11 kJ/mol.

Atoms and positions in Å:
C -1.345 -0.178 -0.585
H -2.332 -0.569 -0.389
H 1.076 0.627 -1.870
H 1.355 0.348 2.594
N -0.991 0.617 -1.530
N 0.369 0.573 -1.147
O 0.595 0.475 2.015
C 1.046 0.123 0.838
C 0.054 -0.458 -0.077
H 0.172 -1.558 0.151

Force components x, y, z for each atom (eV/Å):
C -0.49 0.49 0.29
H -0.03 0.18 0.11
H -0.04 -0.61 0.06
H 0.15 0.97 0.28
N -0.23 -0.30 0.20
N 0.11 -0.61 -0.57
O -0.32 -0.61 0.48
C 0.01 -0.55 0.99
C 0.23 0.56 -0.20
H 0.62 0.49 -1.64

***

[4]
This record from the Open Molecules 2025 dataset describes C3H4N2O in the gas phase. The level of theory is the ωB97M-V functional and the def2-TZVPD basis.

As for the multiplicity: 1. The orbital gap comes out at 8.51 eV. Its maximum force is 0.5 eV/A. The molar mass is 84.1 g mol⁻¹. The electronic energy is -8198.6749 eV. The calculation puts the LUMO energy at -0.46 eV. The energy above the lowest of the compared OMol25 structures with the same formula, charge and spin comes out at 502.74 kJ/mol.

Atoms and positions in Å:
C -0.089 1.276 -0.714
N -1.113 1.094 0.073
C 0.718 0.083 -0.997
C 0.057 -0.844 -0.022
N -1.133 -0.208 0.416
H -0.020 -1.928 -0.110
O 1.193 -0.448 0.834
H 0.095 2.265 -1.114
H 1.991 -0.823 0.425
H -1.699 -0.466 1.209

Force components x, y, z for each atom (eV/Å):
C 0.01 0.13 -0.13
N 0.33 -0.16 -0.13
C -0.36 0.15 -0.08
C 0.07 -0.11 -0.04
N 0.07 0.04 0.21
H 0.02 0.24 -0.15
O 0.01 -0.36 0.32
H -0.10 -0.15 -0.02
H -0.20 0.19 0.11
H 0.14 0.03 -0.09

***

[5]
This record from the Open Molecules 2025 dataset describes C3H4N2O in the gas phase in a non-equilibrium geometry. The level of theory is the ωB97M-V functional and the def2-TZVPD basis.

Its SMILES is Oc1ccn[nH]1. As for the multiplicity: 1. The orbital gap comes out at 9.14 eV. Its maximum force is 2.0 eV/A. The molar mass is 84.1 g mol⁻¹. The electronic energy is -8201.6114 eV. The calculation puts the LUMO energy at 0.62 eV. The energy above the lowest of the compared OMol25 structures with the same formula, charge and spin comes out at 219.41 kJ/mol.

Atoms and positions in Å:
H -1.831 -0.618 -1.455
C -1.234 -0.250 -0.635
N -1.148 1.048 -0.388
H 2.045 -1.123 0.565
H -0.097 -2.053 0.147
H -0.007 2.047 0.952
N -0.088 1.174 0.448
O 1.846 -0.180 0.588
C 0.498 -0.043 0.654
C -0.326 -1.000 0.125

Force components x, y, z for each atom (eV/Å):
H -0.51 0.09 0.37
C -0.56 0.04 0.09
N -0.36 -0.26 0.04
H 0.01 0.15 0.05
H -0.07 0.01 -0.43
H 0.48 -0.31 -0.26
N 0.23 -0.02 -0.14
O 0.67 0.46 1.86
C 0.03 -0.04 -1.27
C 0.08 -0.11 -0.32

***

[6]
This record from the Open Molecules 2025 dataset describes C3H4N2O in the gas phase in a non-equilibrium geometry. The level of theory is the ωB97M-V functional and the def2-TZVPD basis.

Its SMILES is [H]/N=C/[C@H](O)C#N. As for the multiplicity: 1. The orbital gap comes out at 11.12 eV. Its maximum force is 2.7 eV/A. The molar mass is 84.1 g mol⁻¹. The electronic energy is -8201.0208 eV. The calculation puts the LUMO energy at 0.41 eV. The energy above the lowest of the compared OMol25 structures with the same formula, charge and spin comes out at 276.40 kJ/mol.

Atoms and positions in Å:
H 0.507 0.787 -1.284
H -2.118 -1.538 0.457
N -1.636 -0.700 0.130
C -0.107 1.646 0.024
H 0.123 -1.681 0.692
O 1.852 0.140 0.203
C -0.384 -0.798 0.251
C 0.532 0.364 -0.197
N -0.856 2.515 -0.128
H 2.088 -0.734 -0.149

Force components x, y, z for each atom (eV/Å):
H 0.25 -2.67 0.24
H 0.09 0.08 0.04
N 0.37 -0.16 -0.01
C -0.99 1.29 1.42
H 0.03 0.52 -0.28
O 0.06 0.10 0.27
C -0.40 0.24 -0.57
C -0.23 0.46 -1.68
N 0.76 -0.33 0.44
H 0.05 0.46 0.14

***

[7]
This record from the Open Molecules 2025 dataset describes C3H4N2O in the gas phase in a non-equilibrium geometry. The level of theory is the ωB97M-V functional and the def2-TZVPD basis.

Its SMILES is Nc1cnoc1. As for the multiplicity: 1. The orbital gap comes out at 9.40 eV. Its maximum force is 1.4 eV/A. The molar mass is 84.1 g mol⁻¹. The electronic energy is -8201.2552 eV. The calculation puts the LUMO energy at 0.91 eV. The energy above the lowest of the compared OMol25 structures with the same formula, charge and spin comes out at 253.78 kJ/mol.

Atoms and positions in Å:
C -0.465 1.055 0.237
N -1.694 0.825 0.584
H 1.849 0.706 0.342
H -0.847 -2.104 -0.425
H 2.162 -0.807 -0.565
N 1.575 -0.049 -0.263
O -1.904 -0.495 0.333
H -0.123 2.068 0.059
C 0.212 -0.134 -0.152
C -0.766 -1.065 -0.149

Force components x, y, z for each atom (eV/Å):
C -0.62 0.12 -0.26
N -0.20 0.21 -0.46
H 1.22 -0.51 -0.27
H 0.11 0.09 0.16
H 0.04 0.26 0.41
N -0.07 0.16 -0.60
O -0.31 -0.35 -0.06
H 0.14 -0.04 0.67
C -0.38 0.16 0.14
C 0.07 -0.11 0.28

***

[8]
This record from the Open Molecules 2025 dataset describes 2 unconnected molecules or ions with the total composition C3H4N2O. The level of theory is the ωB97M-V functional and the def2-TZVPD basis.

Its SMILES is N#[N+][O-].C#CC. As for the multiplicity: 1. The orbital gap (alpha / beta) comes out at 10.32 / 10.32 eV. Its maximum force is 0.4 eV/A. The molar mass is 84.1 g mol⁻¹. The electronic energy is -8198.5200 eV. The calculation puts the LUMO energy (alpha / beta) at 0.36 / 0.36 eV. The energy above the lowest of the compared OMol25 structures with the same formula, charge and spin comes out at 517.69 kJ/mol.

Atoms and positions in Å:
C -1.532 -0.232 -0.018
H 1.185 2.146 -0.019
H -2.286 0.561 -0.042
O 0.936 -1.481 0.038
H -1.667 -0.868 -0.896
C -0.189 0.368 -0.008
N 2.031 -0.944 0.045
N 2.468 0.125 0.033
H -1.694 -0.842 0.875
C 0.748 1.167 -0.008

Force components x, y, z for each atom (eV/Å):
C 0.04 0.01 0.00
H -0.09 -0.24 0.00
H 0.11 -0.11 0.00
O 0.31 0.18 0.00
H 0.04 0.07 0.12
C 0.05 0.13 0.00
N -0.29 0.06 -0.01
N 0.04 -0.28 0.01
H 0.05 0.07 -0.12
C -0.25 0.11 0.00

***

[9]
This record from the Open Molecules 2025 dataset describes C3H4N2O in the gas phase in a non-equilibrium geometry. The level of theory is the ωB97M-V functional and the def2-TZVPD basis.

Its SMILES is Oc1cc[nH]n1. As for the multiplicity: 1. The orbital gap comes out at 9.61 eV. Its maximum force is 2.2 eV/A. The molar mass is 84.1 g mol⁻¹. The electronic energy is -8200.2339 eV. The calculation puts the LUMO energy at 0.83 eV. The energy above the lowest of the compared OMol25 structures with the same formula, charge and spin comes out at 352.32 kJ/mol.

Atoms and positions in Å:
O -1.451 0.462 1.747
H -0.842 -1.059 -1.104
H 1.639 1.020 -1.121
H -1.217 1.356 2.051
H 1.099 -1.555 -1.378
N 0.276 1.065 0.387
C -0.525 -1.098 0.011
N 1.019 0.448 -0.574
C -0.624 0.178 0.727
C 0.626 -0.816 -0.744

Force components x, y, z for each atom (eV/Å):
O -0.10 0.01 -0.28
H -1.75 -0.95 0.89
H 0.28 -0.21 0.10
H -0.13 -0.28 -0.07
H 0.08 0.52 -0.40
N -0.09 -0.04 0.10
C 0.23 0.56 -0.25
N 0.59 -0.08 0.25
C 0.05 0.19 -0.35
C 0.86 0.28 0.02

***

[10]
This record from the Open Molecules 2025 dataset describes a molecular structure, C3H4N2O in a non-equilibrium geometry. The level of theory is the ωB97M-V functional and the def2-TZVPD basis.

As for the multiplicity: 1. The orbital gap comes out at 11.69 eV. Its maximum force is 2.1 eV/A. The molar mass is 84.1 g mol⁻¹. The electronic energy is -8201.8117 eV. The calculation puts the LUMO energy at 0.52 eV. The energy above the lowest of the compared OMol25 structures with the same formula, charge and spin comes out at 200.08 kJ/mol.

Atoms and positions in Å:
N -0.161 -0.188 0.290
C 0.760 0.246 0.954
H -1.260 -0.856 -1.307
C 0.412 0.175 -2.040
H 0.259 -1.691 -1.088
N 0.916 0.880 -2.806
H -1.403 0.627 2.433
O 1.661 0.613 1.571
H -0.969 0.907 3.036
C -0.216 -0.713 -1.044

Force components x, y, z for each atom (eV/Å):
N 0.25 0.56 1.00
C -0.50 -1.05 -1.79
H -0.06 0.04 -0.10
C 0.51 0.70 -0.77
H 0.11 -0.08 -0.07
N -0.56 -0.80 0.85
H 0.85 0.58 1.28
O 0.31 0.54 0.89
H -0.91 -0.54 -1.15
C 0.00 0.05 -0.13